{"formula": "C55H58BCl5F2N3O6Ru", "method": "ωB97M-V/def2-TZVPD", "total_energy_ev": -146034.5808, "charge": -2, "orbital_gap_ev": [3.96, 6.15], "homo_ev": [-0.414, -2.609], "relative_energy_kj_mol": 108.2, "spin_multiplicity": 6, "elements": ["Ru", "Cl", "Cl", "Cl", "Cl", "Cl", "F", "F", "O", "O", "O", "O", "O", "O", "N", "N", "N", "C", "C", "C", "C", "C", "C", "C", "C", "C", "C", "C", "C", "C", "C", "C", "C", "C", "C", "C", "C", "C", "C", "C", "C", "C", "C", "C", "C", "C", "C", "C", "C", "C", "C", "C", "C", "C", "C", "C", "C", "C", "C", "C", "C", "C", "C", "C", "C", "C", "C", "C", "C", "C", "C", "C", "B", "H", "H", "H", "H", "H", "H", "H", "H", "H", "H", "H", "H", "H", "H", "H", "H", "H", "H", "H", "H", "H", "H", "H", "H", "H", "H", "H", "H", "H", "H", "H", "H", "H", "H", "H", "H", "H", "H", "H", "H", "H", "H", "H", "H", "H", "H", "H", "H", "H", "H", "H", "H", "H", "H", "H", "H", "H", "H"], "xyz": [[0.4580, -0.6646, -0.5025], [2.3718, -4.2898, -5.7672], [3.9529, -4.4192, -3.0988], [0.3399, -1.9757, -6.2267], [-0.2433, 0.0443, -3.9735], [3.4023, -2.4013, -0.8537], [1.1274, -3.3893, -0.0117], [2.4480, -0.1436, 0.9441], [-1.3971, -3.0801, -1.0397], [-4.0650, 6.9698, 2.4665], [-2.2208, -1.1929, -2.0061], [-5.0495, 5.8269, 4.0637], [-0.5074, 1.2219, 0.7607], [-0.7070, 0.5257, 2.8947], [1.7163, 1.3386, -1.2195], [-4.2121, 5.9123, 3.1307], [-0.0280, -1.4388, 1.6007], [-1.8317, 2.5830, 2.2028], [-2.4639, 4.8873, 1.7841], [0.7790, -1.3064, -3.6171], [-2.5954, -2.7224, 2.3908], [1.3585, 2.7047, 3.4086], [3.3091, 3.0565, -0.4652], [-3.5700, 3.5964, 3.5469], [1.2833, -3.4937, 1.3267], [2.1772, -4.7406, 3.1605], [-3.0593, -2.2543, -2.5157], [3.1032, 1.0384, 0.7288], [-1.4936, -4.2377, -3.1016], [-3.4244, 4.8060, 2.8230], [4.7921, 2.5916, 1.3917], [1.0965, -2.1595, -4.6789], [1.0480, 1.5623, 4.3837], [-2.3093, -0.1498, 5.2447], [0.8434, -2.7513, 3.5157], [0.7377, 2.8503, -2.8945], [2.3682, -2.3582, -2.2517], [-3.2375, -4.5869, -1.3808], [2.6600, 1.7990, -0.3610], [4.3774, -0.1969, -4.0859], [1.7441, 1.9474, -2.4999], [4.1450, 1.3654, 1.5547], [4.3382, 3.4376, 0.3859], [-0.3544, 3.2459, -1.9264], [0.6830, -2.5201, 2.1317], [-0.5465, 4.7641, -1.8729], [-2.0451, -1.4799, 3.0785], [1.3092, -1.4374, -2.3263], [-2.8715, -3.8923, 3.3335], [2.8100, 2.2854, -4.6568], [2.0188, -3.1767, -4.4946], [0.7541, 3.3981, -4.1733], [-3.8591, -2.3037, 1.6470], [-1.0121, 1.4857, 1.8226], [2.1469, 0.4906, 4.3688], [-2.3284, -3.5572, -2.0235], [-0.3115, 0.9581, 4.2343], [1.7769, 3.1152, -5.0648], [-3.1349, -2.1182, -4.0264], [4.0084, 0.8255, -3.0059], [-1.7016, 3.7974, 1.4801], [-2.7812, 2.5182, 3.2528], [-1.6800, 2.5466, -2.2382], [2.8188, 1.6975, -3.3927], [-1.1635, 0.6505, 5.2583], [2.0191, -4.5609, 1.7934], [5.2468, 1.6762, -2.7008], [-2.7203, -1.0485, 4.2432], [-4.4569, -2.0573, -1.9474], [-0.9533, -0.9146, 2.4804], [1.5706, -3.8245, 4.0129], [2.6959, -3.2442, -3.2858], [-1.2296, -1.7151, -1.1982], [-3.5625, -1.1438, -4.2701], [-1.8649, -3.0567, 1.6557], [-0.0438, 4.0702, -4.4756], [2.3410, 3.1354, 3.6255], [-1.2804, 5.0272, -1.1068], [1.9742, -0.2365, 5.1677], [-0.9474, 3.8609, 0.7080], [-3.0548, -4.8045, 2.7545], [5.5756, 2.1991, -3.6064], [2.4551, -5.2406, 1.0691], [3.1364, 0.9404, 4.5143], [4.4381, 0.6623, 2.3256], [-2.1566, -2.1793, -4.4997], [0.3939, 5.2741, -1.6422], [-3.7820, -2.8973, -4.4408], [5.1322, -0.8935, -3.7049], [-2.3516, 5.8229, 1.2566], [-2.0193, -4.0691, 3.9937], [-0.7641, -3.5473, -3.5293], [0.6063, 3.4943, 3.4821], [0.3768, -2.0521, 4.2008], [4.7961, 0.2928, -4.9701], [-2.1190, -4.6369, -3.9039], [-0.9416, -5.0592, -2.6393], [-0.9179, 5.1582, -2.8248], [-4.8245, -1.0833, -2.2767], [-4.3116, 3.5458, 4.3292], [-2.9061, 1.5952, 3.8064], [-3.9063, -5.0237, -2.1297], [-4.3702, -3.1672, 1.2110], [5.6084, 2.8754, 2.0438], [-3.6602, -1.5562, 4.4436], [1.7739, 3.5395, -6.0642], [-2.0030, 2.7696, -3.2637], [-3.8357, -4.1592, -0.5810], [1.0274, 1.9863, 5.3911], [3.7383, 0.2771, -2.1055], [5.0418, 2.4174, -1.9298], [-0.0242, 2.8972, -0.9506], [2.9795, 3.7228, -1.2550], [2.7575, -5.5721, 3.5460], [3.5111, -0.7695, -4.4040], [-2.6193, -5.3832, -0.9587], [2.1493, -0.0518, 3.4201], [4.8006, 4.4116, 0.2528], [1.3951, 2.3582, 2.3718], [-1.5879, 1.4666, -2.1481], [-5.1427, -2.8304, -2.3036], [-2.9403, -0.0932, 6.1258], [1.6679, -3.9384, 5.0873], [-2.4626, 2.8756, -1.5462], [-4.5535, -1.8012, 2.3258], [-3.5975, -1.6026, 0.8538], [3.6277, 2.0835, -5.3440], [-4.4527, -2.0606, -0.8617], [-0.8904, 1.1007, 6.2092], [6.0701, 1.0427, -2.3533], [-3.7508, -3.7105, 3.9576]]}

=====

{"formula": "C27H23N2O9P3SSe2Ti", "method": "ωB97M-V/def2-TZVPD", "total_energy_ev": -242303.8662, "charge": -1, "orbital_gap_ev": [7.28, 7.26], "homo_ev": [-5.271, -5.274], "relative_energy_kj_mol": 37.4, "spin_multiplicity": 2, "elements": ["Se", "Se", "Ti", "S", "P", "P", "P", "O", "O", "O", "O", "O", "O", "O", "O", "O", "N", "N", "C", "C", "C", "C", "C", "C", "C", "C", "C", "C", "C", "C", "C", "C", "C", "C", "C", "C", "C", "C", "C", "C", "C", "C", "C", "C", "C", "H", "H", "H", "H", "H", "H", "H", "H", "H", "H", "H", "H", "H", "H", "H", "H", "H", "H", "H", "H", "H", "H", "H"], "xyz": [[2.7919, -0.2360, -0.0696], [1.9156, -2.0555, -3.1384], [0.9930, 1.5796, -0.6753], [0.6606, 1.9438, 2.2097], [2.0658, -1.9855, -0.9915], [1.6318, 2.1985, -3.8161], [-0.6440, 3.7129, -2.7164], [-0.0759, 5.2152, -3.1216], [1.4665, 0.9031, -4.7485], [2.5482, 3.2385, -4.3675], [0.9332, 1.2009, 3.4008], [1.7312, 2.5820, 1.3700], [1.8372, 1.6643, -2.3673], [0.0182, 3.3489, -1.3528], [-2.0823, 3.4318, -2.8590], [0.1237, 2.7208, -3.7536], [-0.1408, 1.1544, 1.1039], [-0.8314, 0.2458, -1.2377], [0.5647, -2.6220, -0.1944], [-2.4618, -0.7585, -2.6900], [-3.9244, -0.4463, 0.7338], [-0.4807, -3.2189, -0.9533], [4.6519, -2.8398, -0.6938], [-1.9418, 4.2754, 4.3736], [-0.9869, 3.3341, 4.0428], [-1.7319, 0.1479, -0.1597], [-3.3813, -0.8314, -1.7053], [3.3237, -3.2122, -0.5974], [-1.8745, -3.3334, 1.0300], [-2.3020, 5.1815, 3.3295], [5.6859, -3.6864, -0.2997], [-1.2049, -0.1337, -2.4230], [-0.4983, 3.2456, 2.7567], [3.1356, -4.5706, -0.1780], [-3.0349, -0.3875, -0.3802], [0.3923, -2.5241, 1.2142], [-0.8115, -2.8737, 1.8369], [-0.9588, 4.0573, 1.7132], [4.1022, -5.4352, 0.1916], [-1.7820, 5.1016, 2.0396], [-1.3003, 0.5521, 1.1402], [-3.4975, -0.0777, 1.9935], [-2.1735, 0.2928, 2.2100], [-1.6486, -3.6226, -0.2871], [5.4621, -5.0062, 0.0907], [-0.4742, 0.0576, -3.2136], [-2.4670, 4.2237, 5.2866], [6.6672, -3.3443, -0.4525], [-4.3660, -1.2769, -1.9409], [-2.7765, -0.9601, -3.7361], [0.3931, 5.5847, -2.3580], [-1.8098, 0.6406, 3.2169], [-0.8113, -2.7306, 2.8941], [2.1448, 0.2507, -4.5140], [-2.8789, -3.4448, 1.5167], [4.8752, -1.8351, -0.9775], [-3.0935, 5.9242, 3.5728], [2.1218, -4.8460, -0.1447], [1.1567, -1.9939, 1.7210], [-2.0827, 5.8767, 1.3940], [6.3340, -5.6273, 0.3223], [-0.3323, -3.2025, -2.0715], [-4.9659, -0.7136, 0.5670], [3.8816, -6.3812, 0.6062], [-4.1749, -0.1566, 2.7775], [-2.4162, -4.0564, -0.9760], [-0.6350, 2.6714, 4.7949], [-0.5554, 3.8683, 0.7114]]}

=====

{"formula": "C14H15F9MoNOS", "method": "ωB97M-V/def2-TZVPD", "total_energy_ev": -55442.3652, "charge": 1, "orbital_gap_ev": [7.60, 8.26], "homo_ev": [-12.131, -12.908], "relative_energy_kj_mol": 15.4, "spin_multiplicity": 3, "elements": ["Mo", "S", "F", "F", "F", "F", "F", "F", "F", "F", "F", "O", "N", "C", "C", "C", "C", "C", "C", "C", "C", "C", "C", "C", "C", "C", "C", "H", "H", "H", "H", "H", "H", "H", "H", "H", "H", "H", "H", "H", "H", "H"], "xyz": [[-0.6804, -0.3362, 0.3264], [-0.1242, -0.9018, 2.5481], [1.8544, -2.6784, 4.2413], [2.6054, -0.6610, 4.4319], [1.1849, 1.7585, 1.3550], [-0.4476, 2.7775, 2.3298], [3.9778, -2.2981, 4.0897], [1.0542, 3.7233, -1.4534], [1.0408, 3.9119, 1.2541], [1.1723, 1.5567, -1.2772], [-0.4532, 2.4659, -2.3726], [-1.2007, 1.4162, 0.0460], [1.3047, -1.0327, 0.4140], [1.4156, -1.2274, 1.7434], [0.3289, 2.7954, 1.2502], [3.5671, -1.5937, 0.0677], [2.6297, -1.6200, 2.2928], [-2.1813, -1.6064, -0.3003], [3.7044, -1.7994, 1.4385], [-1.5491, 3.7897, -0.0982], [-1.6296, -0.5125, -2.4565], [-3.5117, -2.1834, -2.3709], [2.3427, -1.2054, -0.4179], [2.7706, -1.8191, 3.7844], [-0.5392, 2.6624, -0.0202], [-2.1433, -1.8015, -1.8170], [0.3300, 2.6230, -1.2976], [4.4005, -1.7300, -0.6043], [-3.8846, -3.0950, -1.9040], [-0.6060, -0.2523, -2.1145], [-2.2016, 3.7486, 0.7704], [-4.2357, -1.3869, -2.1848], [-2.1442, 3.6867, -1.0022], [4.6579, -2.1033, 1.8493], [-3.4616, -2.3495, -3.4474], [-1.4379, -2.6068, -2.0414], [-1.0349, 4.7495, -0.1146], [-2.1230, -2.5319, 0.2819], [2.1638, -1.0182, -1.4679], [-3.0947, -1.0744, 0.0154], [-1.5390, -0.5723, -3.5414], [-2.2820, 0.3320, -2.2260]]}

=====

{"formula": "C30H52BrEuN3P2S", "method": "ωB97M-V/def2-TZVPD", "total_energy_ev": -155189.6890, "charge": 2, "orbital_gap_ev": [5.14, 5.10], "homo_ev": [-11.946, -12.748], "spin_multiplicity": 8, "elements": ["Eu", "Br", "S", "P", "P", "N", "N", "N", "C", "C", "C", "C", "C", "C", "C", "C", "C", "C", "C", "C", "C", "C", "C", "C", "C", "C", "C", "C", "C", "C", "C", "C", "C", "C", "C", "C", "C", "C", "H", "H", "H", "H", "H", "H", "H", "H", "H", "H", "H", "H", "H", "H", "H", "H", "H", "H", "H", "H", "H", "H", "H", "H", "H", "H", "H", "H", "H", "H", "H", "H", "H", "H", "H", "H", "H", "H", "H", "H", "H", "H", "H", "H", "H", "H", "H", "H", "H", "H", "H", "H"], "xyz": [[-1.5081, -0.1948, -0.3796], [-4.0568, 0.7291, -0.8558], [0.3082, -1.1162, 1.6311], [1.1022, 1.5552, -0.0960], [-2.4078, 2.0631, 2.5418], [2.5688, -2.5350, 1.1679], [4.9522, -2.7082, -2.6987], [0.6353, -3.7438, 1.5860], [-1.2326, 0.2742, -4.2809], [-4.9653, 0.6856, 2.8342], [-3.4427, 0.5582, 2.7663], [4.1165, -3.7304, -2.5068], [1.2247, -2.5432, 1.4236], [4.5753, -1.7073, -3.4863], [-3.3383, 2.4951, 5.2576], [2.4211, -2.7267, -3.9330], [-2.8047, -0.1040, -2.5383], [1.2828, 2.3607, 2.6457], [3.6598, 0.4551, -0.7882], [0.1440, 3.5150, -1.9106], [-2.2235, 0.7874, -3.4258], [-1.6177, -1.9732, -3.4326], [0.4108, -1.5276, -4.8197], [3.3305, -1.6595, -4.1287], [1.0489, -2.6667, -4.4018], [3.4907, -3.3405, 2.0277], [2.0768, 1.8484, 1.4512], [-2.2657, 2.7966, 4.2175], [2.8555, -3.7986, -3.1046], [-3.3803, 3.2705, 1.5263], [1.1094, -4.9513, 0.8674], [2.5130, 1.3251, -1.2862], [4.8321, -3.5082, 1.3442], [-2.6018, -1.4788, -2.5470], [0.8297, -6.1732, 1.7142], [0.7361, 3.3141, -0.5207], [-0.8644, -1.0901, -4.2408], [-4.4954, 4.1021, 2.1369], [4.4670, -4.5526, -1.8812], [-5.3193, 3.5010, 2.5420], [-0.2266, -6.2415, 2.0019], [1.9768, 2.5402, 3.4791], [-2.5151, 1.8359, -3.4634], [5.3803, -2.5619, 1.2917], [-1.2912, 2.4298, 4.5812], [0.7726, 3.3076, 2.4272], [-5.3900, 1.3199, 2.0535], [2.8820, 2.3326, -1.5428], [2.9302, -1.5951, 1.0089], [0.4869, -3.6053, -4.3156], [2.2016, -4.6436, -2.9160], [0.0576, 3.6904, 0.2559], [-2.6032, 3.9417, 1.1179], [3.0715, -0.8015, -4.7485], [0.8711, -0.8377, -5.5366], [-2.1698, 3.8831, 4.0612], [-3.1083, -2.1387, -1.8378], [-5.3142, 1.0369, 3.8109], [-0.8958, 3.1670, -1.9740], [2.5509, 0.8937, 1.7175], [2.1717, -4.8447, 0.6628], [5.4334, -4.2037, 1.9355], [-4.3275, 2.8692, 4.9706], [-0.6917, 0.9220, -4.9748], [4.7369, -3.9065, 0.3286], [1.4229, -6.1594, 2.6375], [2.0670, 0.8969, -2.2001], [0.1490, 4.5879, -2.1456], [-0.3740, -3.6825, 1.7307], [-4.1298, 4.7808, 2.9176], [1.0936, -7.0735, 1.1526], [-1.3767, -3.0328, -3.4430], [-3.4188, 1.4227, 5.4800], [0.5375, 1.6314, 2.9891], [1.6979, 3.8434, -0.4315], [4.0549, 0.7994, 0.1750], [-4.9114, 4.7229, 1.3330], [3.0307, -4.3086, 2.2484], [-3.0560, 3.0106, 6.1823], [-3.7615, 2.6889, 0.6673], [0.6007, -4.9928, -0.1069], [0.7259, 3.0017, -2.6872], [-3.0882, 0.0993, 3.7050], [5.2979, -0.8957, -3.6546], [3.3618, -0.5962, -0.6870], [-3.1775, -0.1607, 1.9593], [4.4833, 0.4908, -1.5100], [-5.3810, -0.3146, 2.6892], [2.8682, 2.5688, 1.1854], [3.6088, -2.8149, 2.9915]]}